1.
Density functional theory data (wB97M-V/def2-TZVPD) for a 13-piece molecular cluster, C20H17Cl37N2 overall.

Geometry as XYZ:
```
76
Properties=species:S:1:pos:R:3:mulliken_charge:R:1
Cl -3.954 2.548 4.560 -0.2031
C -3.491 2.041 2.913 0.2390
C -4.318 1.009 2.205 -0.4827
C -3.944 0.634 0.873 -0.2444
C -2.741 1.192 0.173 0.4843
N -2.480 0.712 -1.101 -0.4656
C -1.401 1.328 -1.626 -0.6064
C -0.596 2.375 -0.929 -0.0117
N -0.823 2.814 0.325 -0.5815
C -1.931 2.195 0.868 0.6412
C -2.339 2.606 2.253 -0.9761
H -5.207 0.594 2.724 0.2113
H -4.596 -0.111 0.349 0.5191
H -1.094 1.026 -2.646 0.6435
H 0.257 2.829 -1.490 0.3507
H -1.717 3.370 2.780 0.4712
C -1.001 3.609 -5.201 -0.2919
Cl -0.491 2.380 -6.363 -0.0003
Cl -1.351 2.860 -3.633 -0.0657
Cl 0.234 4.860 -5.026 -0.0998
H -1.909 4.075 -5.572 0.4373
C -0.726 8.381 -3.040 0.0076
Cl 0.171 9.606 -3.945 -0.1231
Cl -1.866 7.538 -4.096 -0.1042
Cl 0.383 7.236 -2.278 -0.0975
H -1.290 8.879 -2.259 0.3176
C 1.015 -0.871 -7.663 0.3202
Cl 0.079 -1.890 -6.565 -0.0627
Cl 1.864 -1.859 -8.858 -0.1353
Cl -0.041 0.303 -8.469 -0.1667
H 1.764 -0.330 -7.072 0.0555
C -2.098 -3.172 -1.720 -0.3395
Cl -0.872 -4.194 -0.964 -0.0817
Cl -2.680 -1.930 -0.604 0.1146
Cl -1.458 -2.431 -3.197 -0.0596
H -2.940 -3.800 -1.990 0.3811
C -3.521 -4.149 2.505 -0.2773
Cl -4.476 -4.782 1.156 -0.1228
Cl -1.813 -4.552 2.300 -0.0282
Cl -3.737 -2.403 2.651 0.0862
H -3.874 -4.613 3.420 0.3595
C 2.097 -2.606 0.995 -0.2441
Cl 1.240 -3.627 2.163 0.0754
Cl 2.862 -3.599 -0.252 -0.1339
Cl 0.993 -1.436 0.263 0.1624
H 2.873 -2.063 1.521 0.1999
C 0.958 1.123 4.300 -0.1227
Cl 1.851 0.331 3.003 -0.0098
Cl 1.609 2.740 4.600 -0.1533
Cl -0.764 1.211 3.904 0.0448
H 1.075 0.535 5.205 0.2723
C 1.822 -4.744 5.744 0.1256
Cl 0.369 -5.460 5.037 -0.1026
Cl 1.588 -3.018 6.032 -0.0678
Cl 2.256 -5.572 7.243 -0.1457
H 2.639 -4.864 5.039 0.1712
C 3.373 0.553 -4.378 -0.1234
Cl 4.151 0.010 -2.890 -0.0713
Cl 3.033 -0.824 -5.439 -0.1562
Cl 1.888 1.439 -4.015 0.0179
H 4.052 1.223 -4.895 0.3353
C 5.435 -1.859 4.481 -0.0704
Cl 3.978 -2.569 3.772 -0.0288
Cl 5.209 -0.131 4.769 -0.1182
Cl 5.859 -2.690 5.982 -0.1228
H 6.253 -1.985 3.779 0.3134
C 8.339 1.138 -2.093 0.0053
Cl 7.404 0.105 -1.006 -0.0949
Cl 9.175 0.167 -3.309 -0.1202
Cl 7.294 2.337 -2.865 -0.1056
H 9.084 1.664 -1.505 0.3195
C -7.452 -2.635 3.900 -0.0343
Cl -6.569 -1.421 2.966 -0.1319
Cl -8.653 -3.444 2.889 -0.1190
Cl -6.341 -3.816 4.608 -0.1171
H -7.970 -2.131 4.708 0.3390
```

Output
**E_HOMO**: -8.8 eV
**Calculated total energy**: -487322.5222 eV



2.
Density functional theory data (wB97M-V/def2-TZVPD) for one molecule with the formula C20H17N3O3.

Geometry as XYZ:
```
43
Properties=species:S:1:pos:R:3:nbo_charge:R:1
C -2.259 -0.522 -1.292 -0.6072
C -0.903 -0.915 -1.905 -0.0632
C -0.408 -2.293 -1.545 -0.6079
C -1.224 -0.974 -3.517 -0.5847
C 0.191 0.033 -1.349 0.4870
N 0.767 0.615 -2.382 -0.4809
C 1.821 1.590 -2.200 0.1840
C 2.677 1.805 -3.302 -0.2261
C 3.809 2.674 -3.202 -0.1649
C 3.935 3.387 -1.972 -0.2412
C 3.118 3.136 -0.887 -0.1312
C 2.115 2.095 -0.892 -0.1926
C 1.388 1.554 0.242 0.6560
O 1.720 1.816 1.433 -0.5839
N 0.500 0.466 0.006 -0.2797
N -0.233 0.000 1.190 -0.3032
C -1.212 0.628 1.872 0.6761
O -1.663 1.661 1.515 -0.5207
C -1.614 -0.240 3.006 -0.1055
C -2.531 -0.159 4.084 -0.1665
C -2.587 -1.126 5.023 -0.1920
C -1.651 -2.230 5.023 -0.1736
C -0.696 -2.253 4.037 -0.1734
C -0.723 -1.292 3.027 -0.1191
C 0.175 -1.117 1.920 0.6697
O 1.168 -1.804 1.766 -0.5278
H -2.985 -1.299 -1.712 0.2115
H -2.587 0.533 -1.485 0.2331
H -2.245 -0.726 -0.272 0.1964
H 0.612 -2.381 -1.891 0.2235
H -0.402 -2.442 -0.475 0.2054
H -1.053 -3.029 -1.923 0.2126
H -1.372 0.104 -3.943 0.2258
H -2.155 -1.631 -3.729 0.2114
H -0.444 -1.316 -4.121 0.2122
H 2.404 1.241 -4.164 0.2316
H 4.636 2.737 -3.957 0.2304
H 4.649 4.200 -1.809 0.2224
H 3.442 3.711 0.047 0.2391
H -3.273 0.643 4.073 0.2304
H -3.285 -1.011 5.849 0.2231
H -1.745 -2.918 5.817 0.2224
H 0.124 -2.954 3.996 0.2411
```

Output
**E_HOMO**: -8.9 eV
**Relative energy (zero: lowest compared OMol25 entry of this formula, charge and spin)**: 336.0 kJ/mol
**Calculated total energy**: -31626.7844 eV
**SMILES**: CC(C)(C)c1nc2ccccc2c(=O)n1N1C(=O)c2ccccc2C1=O



3.
Density functional theory data (wB97M-V/def2-TZVPD) for a 2-piece molecular cluster, C20H17NO3 overall.

Geometry as XYZ:
```
41
Properties=species:S:1:pos:R:3:nbo_charge:R:1
C -1.833 1.558 -4.847 -0.6217
C -1.664 0.108 -4.468 -0.0698
O -2.052 -0.049 -3.088 -0.5368
C -1.747 -1.296 -2.599 0.7458
C -2.079 -1.430 -1.205 -0.6412
C -1.853 -2.668 -0.665 0.2866
N -1.679 -3.681 -0.087 -0.4577
O -1.227 -2.153 -3.311 -0.6459
H -1.622 1.677 -5.910 0.2105
H -2.850 1.911 -4.655 0.2077
H -1.133 2.186 -4.291 0.2030
H -2.299 -0.536 -5.092 0.1825
H -0.619 -0.202 -4.586 0.1916
H -2.816 -0.734 -0.824 0.2221
C 4.749 -2.219 2.751 -0.1667
C 3.599 -3.005 2.601 -0.2122
C 2.382 -2.412 2.271 -0.1693
C 2.275 -1.008 2.095 -0.0809
C 1.010 -0.397 1.762 0.5109
O 1.078 0.951 1.591 -0.4500
C -0.068 1.669 1.301 0.4037
C -1.310 1.016 1.135 -0.1839
C -2.438 1.832 0.847 -0.1281
C -2.294 3.202 0.705 -0.2180
C -1.036 3.810 0.866 -0.1588
C 0.084 3.045 1.176 -0.2623
C -1.334 -0.388 1.221 0.0126
C -0.193 -1.072 1.605 -0.3478
C 3.447 -0.231 2.248 -0.1881
C 4.663 -0.829 2.568 -0.2145
H 5.703 -2.683 3.006 0.2243
H 3.649 -4.086 2.739 0.2296
H 1.490 -3.022 2.137 0.2280
H -3.409 1.342 0.745 0.2297
H -3.164 3.815 0.464 0.2305
H -0.936 4.890 0.750 0.2284
H 1.067 3.493 1.314 0.2355
H -2.291 -0.901 1.177 0.2521
H -0.208 -2.146 1.758 0.2674
H 3.403 0.849 2.113 0.2276
H 5.554 -0.207 2.678 0.2237
```

Output
**E_HOMO**: -6.8 eV
**Relative energy (zero: lowest compared OMol25 entry of this formula, charge and spin)**: 345.0 kJ/mol
**Calculated total energy**: -28645.9494 eV